Formula: C28H32FeN6O4PS
Source: the Open Molecules 2025 dataset
Level of theory: ωB97M-V/def2-TZVPD

- Kohn-Sham gap (spin up / spin down) (eV) = 6.56 / 6.51
- total charge = +1
- E (hartree) = -3718.8182
- highest occupied orbital energy (spin up / spin down) (eV) = -9.48 / -9.42

Geometry as XYZ:
```
73
C28H32FeN6O4PS, DFT ωB97M-V/def2-TZVPD
Fe 1.10 0.00 -0.13
O 1.38 -0.48 2.00
C 2.19 0.43 2.66
C 1.72 0.99 3.83
C 2.49 1.93 4.51
C 3.74 2.30 4.01
C 4.19 1.73 2.83
C 3.42 0.80 2.13
C 3.93 0.31 0.85
N 3.28 -0.42 0.04
C 3.92 -0.77 -1.24
C 2.85 -0.71 -2.33
N 1.92 0.34 -1.96
C 1.78 1.37 -2.70
C 1.07 2.55 -2.30
C 0.74 3.51 -3.27
C 0.12 4.68 -2.92
C -0.12 4.93 -1.56
C 0.22 4.01 -0.59
C 0.79 2.76 -0.94
O 1.05 1.90 0.00
H 0.76 0.67 4.21
H 2.12 2.37 5.42
H 4.34 3.04 4.52
H 5.16 2.01 2.43
H 4.94 0.65 0.59
H 4.30 -1.79 -1.18
H 4.75 -0.09 -1.45
H 2.31 -1.66 -2.33
H 3.30 -0.56 -3.31
H 2.28 1.39 -3.68
H 0.97 3.31 -4.31
H -0.17 5.41 -3.67
H -0.57 5.87 -1.25
H 0.06 4.21 0.46
S -5.06 -1.11 1.49
C -3.47 -0.64 0.83
C -2.65 0.22 1.54
C -1.42 0.58 1.00
N -0.99 0.11 -0.18
C -1.80 -0.70 -0.86
C -3.03 -1.10 -0.40
C -6.10 -0.10 0.46
C -6.62 -0.59 -0.73
C -7.36 0.27 -1.53
N -7.61 1.54 -1.22
C -7.13 1.98 -0.06
C -6.38 1.21 0.81
H -2.96 0.62 2.50
H -0.76 1.27 1.50
H -1.43 -1.02 -1.83
H -3.66 -1.75 -1.00
H -6.45 -1.62 -1.02
H -7.77 -0.08 -2.47
H -7.36 3.02 0.19
H -6.01 1.62 1.75
N 0.28 -3.97 -2.41
C 0.46 -4.57 -1.04
P 1.50 -3.31 -0.18
O 2.92 -3.53 -0.56
O 0.78 -2.04 -0.66
C 1.24 -3.55 1.59
N 2.35 -2.86 2.27
H 1.14 -4.07 -2.95
H 0.18 -2.95 -2.22
H -0.50 -4.35 -2.94
H 0.95 -5.53 -1.12
H -0.53 -4.67 -0.59
H 1.18 -4.62 1.79
H 0.29 -3.08 1.87
H 1.82 -1.38 2.05
H 3.22 -3.02 1.77
H 2.46 -3.19 3.22
```

Just the Löwdin charges please, in e? Sure, here they are: 0.576, -0.066, -0.253, 0.003, -0.053, -0.064, -0.019, -0.130, -0.050, 0.014, -0.164, -0.187, -0.026, -0.061, -0.151, -0.053, -0.098, -0.075, -0.012, -0.336, -0.143, 0.122, 0.112, 0.110, 0.118, 0.137, 0.102, 0.121, 0.069, 0.123, 0.137, 0.111, 0.100, 0.106, 0.113, 0.988, -0.501, -0.045, -0.082, 0.025, -0.112, -0.060, -0.522, -0.088, -0.134, 0.071, -0.129, -0.075, 0.114, 0.118, 0.111, 0.107, 0.102, 0.109, 0.111, 0.107, 0.145, -0.160, 0.444, -0.301, -0.390, -0.271, -0.009, 0.165, 0.112, 0.166, 0.109, 0.109, 0.103, 0.104, 0.023, 0.091, 0.112